No. 1
{"formula": "C5H7NO", "method": "the ωB97M-V functional and the def2-TZVPD basis", "species": ["C", "N", "O", "C", "C", "C", "C", "H", "H", "H", "H", "H", "H", "H"], "coordinates": [[-1.78577, 0.38428, -0.01567], [-1.52657, -0.89896, 0.04209], [-0.25021, -1.05864, -0.21342], [0.47929, 0.12584, -0.01378], [-0.56710, 1.22716, 0.01952], [1.52891, -0.09257, 0.87085], [1.85214, 0.10295, -0.72524], [-2.73474, 0.64944, -0.16236], [-0.92967, 1.59930, 1.04403], [-0.48306, 2.07358, -0.79582], [1.79812, 0.65780, 1.59762], [1.77747, -1.08052, 1.29068], [2.17497, 1.07538, -1.09277], [2.03986, -0.69901, -1.28266]], "forces_ev_per_a": [[2.88, -4.12, -0.66], [-2.93, 2.80, -0.85], [2.13, -2.21, -0.23], [-1.25, 0.37, -1.94], [-1.05, 1.82, -0.13], [3.93, -0.24, 0.84], [-2.53, 3.89, 4.45], [-3.67, 1.34, 0.16], [2.10, 0.66, -0.95], [-0.19, -1.65, 1.79], [0.24, 0.52, -0.27], [-0.61, 0.35, -0.63], [0.16, -0.28, 0.30], [0.79, -3.25, -1.89]], "charge": 0, "smiles": "C1=NOC2(C1)CC2", "homo_lumo_gap_ev": 9.66, "e_tot_ha": -324.5525, "multiplicity": 1, "relative_energy_kj_mol": 451.37, "homo_ha": -0.318}

=====

No. 2
{"formula": "C5H7NO", "method": "the ωB97M-V functional and the def2-TZVPD basis", "species": ["C", "C", "C", "O", "N", "C", "C", "H", "H", "H", "H", "H", "H", "H"], "coordinates": [[0.35109, -1.98866, 0.01189], [0.50492, -0.66994, 0.00119], [1.61971, 0.33332, -0.08858], [2.80254, 0.26660, -0.29690], [0.80407, 1.41712, 0.21706], [-0.36523, 0.52825, 0.47946], [-1.52289, 0.62769, -0.44958], [-0.51537, -2.42419, 0.35808], [1.24343, -2.62396, -0.38640], [1.03670, 2.22701, 0.78020], [-0.60532, 0.52904, 1.55663], [-1.18464, 1.02708, -1.37460], [-2.47041, 1.20108, -0.26829], [-1.69860, -0.45045, -0.54018]], "forces_ev_per_a": [[4.01, 0.73, -1.73], [-0.26, 0.78, 1.47], [1.47, 0.14, -0.60], [-0.21, -0.01, 0.07], [-0.56, -0.84, 0.12], [0.39, 0.16, 0.81], [-1.64, -0.25, 0.09], [-1.78, -1.09, 0.50], [-1.87, 1.03, 0.94], [0.22, -0.24, -0.25], [-0.10, -0.27, -0.41], [0.49, -0.03, -1.04], [0.98, -0.54, 0.70], [-1.15, 0.44, -0.67]], "charge": 0, "smiles": "C=C1C(=O)N[C@H]1C", "homo_lumo_gap_ev": 10.37, "e_tot_ha": -324.6576, "multiplicity": 1, "relative_energy_kj_mol": 175.52, "homo_ha": -0.362}

=====

multiplicity of number 1 (C5H7NO)?
1

=====

multiplicity of number 2 (C5H7NO)?
1